Below is a single C7H7N3O2 molecule in a non-equilibrium geometry, with properties calculated with ωB97M-V/def2-TZVPD.

Output
Relative energy (zero: lowest compared OMol25 entry of this formula, charge and spin) (eV): 3.296
Frontier orbital gap (eV): 8.7
SMILES: COc1ccc2[nH]c(=O)[nH]c2n1
HOMO (eV): -8.20

The geometry in ORCA input format:
```
! wB97M-V def2-TZVPD RIJCOSX def2/J DEFGRID3
* xyz 0 1
C -3.07 -1.51 0.24
O -2.79 -0.01 -0.17
C -1.47 0.29 -0.18
C -0.96 1.66 -0.25
C 0.31 1.93 0.04
C 1.25 0.96 0.21
N 2.68 0.85 0.45
C 3.04 -0.51 -0.05
O 4.16 -1.09 -0.22
N 1.78 -1.15 -0.13
C 0.70 -0.28 -0.07
N -0.55 -0.71 0.05
H -2.63 -1.55 1.39
H -2.34 -2.30 -0.25
H -4.17 -1.62 -0.07
H -1.73 2.50 -0.71
H 0.62 2.96 0.25
H 3.34 1.70 -0.22
H 1.84 -2.13 -0.29
*
```



Below is 2 unconnected molecules or ions with the total composition C2H3F3O in a non-equilibrium geometry, with properties calculated with ωB97M-V/def2-TZVPD.

Output
Relative energy (zero: lowest compared OMol25 entry of this formula, charge and spin) (eV): 3.051
Frontier orbital gap (eV): 9.6
HOMO (eV): -8.88

The geometry in ORCA input format:
```
! wB97M-V def2-TZVPD RIJCOSX def2/J DEFGRID3
* xyz 0 1
C 0.27 -0.05 -0.03
C 0.62 1.55 1.63
O -0.84 -0.69 0.46
F 1.30 2.56 1.12
F 1.09 1.00 2.71
F -0.63 1.95 1.84
H 0.28 0.58 -0.96
H 1.02 -0.78 -0.15
H -1.70 -0.18 0.48
*
```



Below is a molecular structure, C20H38AsFeGeN2O2S2Si2 in a non-equilibrium geometry, with properties calculated with ωB97M-V/def2-TZVPD.

Output
Relative energy (zero: lowest compared OMol25 entry of this formula, charge and spin) (eV): 0.834
Frontier orbital gap (spin up / spin down) (eV): 8.1 / 6.3
HOMO (spin up / spin down) (eV): -7.78 / -7.93

The geometry in ORCA input format:
```
! wB97M-V def2-TZVPD RIJCOSX def2/J DEFGRID3
* xyz 0 6
Fe -0.07 0.22 0.18
O 2.65 -3.62 -2.81
C 1.37 -4.04 -2.78
C 1.05 -5.22 -3.44
C -0.24 -5.71 -3.45
C -1.24 -5.03 -2.78
C -0.94 -3.87 -2.10
C 0.35 -3.35 -2.10
C 0.58 -2.10 -1.36
O -0.38 -1.57 -0.70
N 1.78 -1.56 -1.41
N 1.92 -0.39 -0.72
C 3.06 0.17 -0.89
S 4.25 -0.53 -2.00
C 5.59 0.58 -1.45
C 4.98 1.93 -1.14
S 3.52 1.63 -0.07
H 2.70 -2.77 -2.32
H 1.85 -5.75 -3.95
H -0.46 -6.62 -3.99
H -2.25 -5.42 -2.77
H -1.70 -3.32 -1.56
H 6.32 0.64 -2.25
H 6.04 0.14 -0.56
H 4.64 2.43 -2.05
H 5.67 2.57 -0.59
C -3.26 0.02 4.15
Si -1.47 -0.66 4.23
C -0.76 -0.25 5.96
C -1.55 -2.57 4.10
As -0.13 0.26 2.51
Si -0.51 2.58 2.81
C 0.89 3.28 1.70
C -0.28 3.27 4.58
C -2.22 3.21 2.21
H -3.93 -0.49 4.83
H -3.67 -0.08 3.15
H -3.28 1.08 4.40
H -1.40 -0.64 6.76
H -0.67 0.82 6.11
H 0.23 -0.69 6.09
H -2.19 -2.99 4.87
H -0.56 -3.00 4.23
H -1.93 -2.89 3.14
H 1.85 3.14 2.18
H 0.79 4.34 1.47
H 0.91 2.73 0.76
H 0.64 2.92 5.03
H -1.11 2.98 5.22
H -0.25 4.36 4.57
H -2.47 2.81 1.23
H -2.25 4.29 2.14
H -3.01 2.90 2.89
C -2.11 -0.04 -3.44
Ge -1.13 1.58 -2.85
C 0.71 1.53 -3.63
C -2.01 3.21 -3.61
C -1.17 1.69 -0.91
H -2.14 -0.11 -4.53
H -3.14 -0.03 -3.08
H -1.64 -0.94 -3.06
H 0.64 1.57 -4.72
H 1.22 0.61 -3.37
H 1.31 2.37 -3.30
H -2.05 3.14 -4.70
H -1.46 4.11 -3.35
H -3.03 3.32 -3.24
H -2.15 1.36 -0.53
H -0.95 2.70 -0.54
*
```



Below is 2 unconnected molecules or ions with the total composition C5H8BrN in a non-equilibrium geometry, with properties calculated with ωB97M-V/def2-TZVPD.

Output
Relative energy (zero: lowest compared OMol25 entry of this formula, charge and spin) (eV): 2.639
Frontier orbital gap (eV): 9.0
SMILES: N/C=C/Br.C=C=C
HOMO (eV): -8.25

The geometry in ORCA input format:
```
! wB97M-V def2-TZVPD RIJCOSX def2/J DEFGRID3
* xyz 0 1
N -0.12 1.85 0.93
C -1.20 0.99 0.80
C -2.17 1.07 -0.09
Br -3.40 -0.43 -0.33
H -0.24 2.62 0.25
H 0.38 1.59 1.76
H -1.01 0.07 1.32
H -2.29 2.02 -0.74
C 1.59 -0.48 -0.32
C 0.57 -1.32 -0.14
C -0.31 -2.18 0.32
H 2.00 0.09 0.53
H 1.78 -0.18 -1.29
H -0.03 -3.24 0.32
H -1.28 -1.97 0.62
*
```



Below is a molecular structure, C22H43F2GaNO7 in a non-equilibrium geometry, with properties calculated with ωB97M-V/def2-TZVPD.

Output
Frontier orbital gap (eV): 7.5
HOMO (eV): -5.28

The geometry in ORCA input format:
```
! wB97M-V def2-TZVPD RIJCOSX def2/J DEFGRID3
* xyz -1 1
O -0.04 1.45 0.72
C -0.56 1.84 -0.35
F -1.08 0.84 -1.25
N -0.67 3.22 -0.80
Ga -2.16 4.18 0.02
C 0.60 3.94 -0.70
O 1.39 3.85 -1.68
F 1.00 4.78 0.37
H -3.51 3.28 0.13
H -2.51 5.41 -0.98
H -1.83 4.85 1.44
C 1.86 -0.92 2.49
C 2.29 -2.37 2.49
C 1.92 -2.81 3.89
O 0.79 -2.03 4.29
C 0.61 -0.96 3.35
H 1.68 -0.51 1.50
H 2.63 -0.31 2.98
H 1.70 -2.93 1.76
H 3.35 -2.51 2.26
H 2.73 -2.61 4.60
H 1.67 -3.87 3.95
H -0.27 -1.19 2.74
H 0.43 -0.02 3.88
C 0.14 -3.35 -2.82
C -0.46 -1.96 -2.73
C -0.61 -1.59 -4.19
O -0.83 -2.82 -4.91
C -0.56 -3.92 -4.04
H -0.01 -3.95 -1.92
H 1.22 -3.28 -3.00
H -1.44 -2.01 -2.25
H 0.16 -1.26 -2.17
H 0.31 -1.14 -4.58
H -1.44 -0.91 -4.37
H -1.51 -4.38 -3.77
H 0.05 -4.66 -4.56
C -4.84 1.13 4.79
C -5.92 1.51 3.80
C -5.42 2.84 3.28
O -3.99 2.81 3.34
C -3.59 1.66 4.10
H -4.79 0.07 5.00
H -5.00 1.66 5.73
H -5.95 0.78 2.98
H -6.92 1.57 4.24
H -5.76 3.67 3.91
H -5.74 3.04 2.25
H -3.18 0.92 3.41
H -2.81 1.95 4.81
C -2.45 1.29 -7.00
C -3.45 2.32 -7.47
C -3.85 3.00 -6.17
O -2.71 2.92 -5.30
C -1.75 2.02 -5.87
H -1.77 0.95 -7.78
H -2.98 0.42 -6.60
H -2.95 3.04 -8.13
H -4.30 1.90 -8.01
H -4.67 2.47 -5.68
H -4.14 4.04 -6.31
H -0.91 2.62 -6.25
H -1.38 1.35 -5.10
C 8.21 -2.61 2.85
C 7.50 -1.38 3.37
C 6.04 -1.82 3.32
O 6.03 -3.24 3.52
C 7.37 -3.73 3.42
H 9.26 -2.67 3.14
H 8.16 -2.63 1.75
H 7.79 -1.20 4.41
H 7.69 -0.48 2.79
H 5.61 -1.62 2.33
H 5.43 -1.33 4.08
H 7.70 -4.00 4.43
H 7.38 -4.63 2.80
*
```



Below is a molecular structure, C26H48EuOP2 in a non-equilibrium geometry, with properties calculated with ωB97M-V/def2-TZVPD.

Output
Relative energy (zero: lowest compared OMol25 entry of this formula, charge and spin) (eV): 0.000
Frontier orbital gap (spin up / spin down) (eV): 5.6 / 7.4
HOMO (spin up / spin down) (eV): -9.06 / -9.49

The geometry in ORCA input format:
```
! wB97M-V def2-TZVPD RIJCOSX def2/J DEFGRID3
* xyz 1 7
Eu 0.16 0.01 -0.18
C -1.78 1.57 0.14
C -2.16 0.64 -0.91
C -1.99 -0.54 1.09
C -1.73 0.83 1.37
C -2.29 -0.68 -0.32
C -1.73 3.07 -0.02
H -1.39 3.44 -1.01
H -1.12 3.61 0.73
H -2.76 3.45 0.11
C -1.65 1.42 2.74
H -1.45 2.50 2.73
H -0.90 0.95 3.39
H -2.63 1.28 3.22
C -2.14 -1.64 2.10
H -3.21 -1.75 2.34
H -1.63 -1.44 3.05
H -1.80 -2.65 1.78
C -3.08 -1.84 -0.83
H -4.13 -1.61 -0.60
H -2.86 -2.79 -0.31
H -3.03 -2.06 -1.92
C -2.89 1.16 -2.09
H -3.82 1.58 -1.67
H -3.16 0.38 -2.81
H -2.39 1.98 -2.62
C 1.57 0.42 -3.40
C 0.55 1.30 -3.55
C -0.03 1.62 -4.91
C -0.92 0.46 -5.48
C -0.99 -0.79 -4.62
C 0.05 -1.64 -4.53
C 1.37 -1.38 -5.23
C 2.24 -0.25 -4.58
H 0.77 1.85 -5.64
H -0.48 0.17 -6.46
H -0.65 2.54 -4.83
H 2.50 0.48 -5.36
H 1.96 0.08 -2.43
H 0.02 1.79 -2.72
H 3.19 -0.70 -4.24
H 1.93 -2.33 -5.28
H -0.06 -2.63 -4.06
H 1.16 -1.09 -6.28
H -1.94 0.83 -5.71
H -1.98 -1.05 -4.20
P 1.88 1.92 0.67
C 1.39 2.61 2.22
H 2.29 3.21 2.41
H 1.24 1.90 3.03
H 0.52 3.26 2.12
C 3.49 1.24 0.85
H 4.00 2.11 1.27
H 3.92 0.95 -0.12
H 3.52 0.40 1.54
C 1.98 3.32 -0.40
H 2.45 3.06 -1.35
H 2.62 3.95 0.21
H 1.01 3.80 -0.58
P 1.06 -2.55 -0.23
C -0.22 -3.69 -0.65
H 0.41 -4.49 -1.03
H -0.98 -3.40 -1.38
H -0.71 -4.01 0.28
C 2.67 -2.65 -0.96
H 2.59 -2.79 -2.03
H 3.04 -3.54 -0.46
H 3.33 -1.80 -0.72
C 1.41 -3.22 1.37
H 1.60 -4.24 1.04
H 0.55 -3.17 2.04
H 2.29 -2.76 1.79
C 0.55 -0.83 4.08
C 0.96 -0.58 2.65
O 2.16 -0.72 2.45
H -0.50 -0.71 4.37
H 1.15 -0.12 4.66
H 0.85 -1.86 4.31
*
```



no.,electronic energy (eV)
1,-15935.2316
2,-12319.7278
3,-217600.6736
4,-76843.6599
5,-97142.9838
6,-67684.2451